Below is C10H7DyN2O5 as an isolated structure at a distorted geometry, with properties calculated with wB97M-V/def2-TZVPD.

```
25
Properties=species:S:1:pos:R:3:forces:R:3:lowdin_spin:R:1
O 1.17621 1.14143 2.28755 -0.2 -1.4 -2.1 -0.015
H 1.68610 0.00581 0.49719 0.0 0.1 0.3 -0.010
N -2.38640 0.43314 0.17626 -1.2 -0.4 0.1 -0.013
H -2.48806 -1.68944 0.26825 0.1 -0.1 -0.1 -0.003
C -4.53003 1.56060 0.47475 -0.7 -0.3 0.2 0.000
C -3.06327 -0.75902 0.27192 -1.5 0.8 0.0 -0.007
O 2.90565 -1.70377 -2.46599 0.7 0.0 0.1 0.002
C 0.85989 0.54917 1.31271 -0.5 1.1 1.1 -0.026
H -1.68858 2.93589 -0.22415 0.0 0.0 0.2 0.001
C -4.44486 -0.83618 0.41913 0.9 -0.6 -0.1 0.000
Dy -0.37551 -0.46605 -0.47068 -0.9 1.2 2.5 5.083
C 0.49384 -2.32724 0.92872 0.7 -4.1 3.5 -0.014
H -4.95455 -1.79418 0.44490 0.3 0.1 0.1 0.000
C -3.13673 1.56460 0.33742 1.3 0.3 -0.3 0.001
O 1.07431 2.72534 -1.11292 -1.4 -4.4 0.6 0.009
O 0.57852 -1.83832 -3.61925 -1.0 1.9 4.4 0.002
C 0.42315 -1.38278 -2.56906 0.5 -2.4 -6.3 -0.013
N -2.47113 2.75615 0.38653 -0.8 0.1 -0.1 0.001
C -5.19229 0.34436 0.50254 0.4 0.9 -0.1 0.000
C 0.69625 1.64157 -0.95993 1.9 5.2 -0.9 -0.002
O 0.63944 -3.18716 1.67803 -0.4 3.4 -2.9 0.000
H -5.06345 2.53415 0.53179 0.4 -0.9 0.0 0.000
C 2.79037 -1.19289 -1.47401 0.8 -0.2 0.0 0.006
H -3.11295 3.54031 0.47961 0.5 0.0 -0.1 0.000
H -6.27633 0.32264 0.56746 0.2 -0.1 0.0 0.000
```
Forces are in eV/Å.

As for the spin multiplicity: 6. The expectation value of S² is 9.354. As for the net charge: +2. Its largest force on an atom is 6.823 eV/Å. The value obtained for the energy relative to the best compared isomer or geometry (same formula, charge and spin) is 0.0 kcal/mol. For the HOMO-LUMO gap (alpha / beta), the calculation gives 5.868 / 6.127 eV.

---

Below is a 5-piece molecular cluster, C18H50N4O6 overall at a distorted geometry, with properties calculated with wB97M-V/def2-TZVPD.

```
78
Properties=species:S:1:pos:R:3:forces:R:3:lowdin_spin:R:1
C -2.61352 -4.54864 -2.12219 -0.2 0.3 -3.0 0.001
H -6.44879 -4.87735 -5.80415 0.1 -0.2 0.2 0.000
H 2.19640 6.49510 0.76294 -0.6 -0.5 -0.8 0.000
H 2.58964 6.24968 2.32326 0.3 -0.5 0.5 0.000
H 0.41293 4.17464 -2.80853 0.0 0.1 0.1 0.000
C 4.60416 -0.71922 1.22631 -0.7 3.7 -0.4 0.000
C 0.71505 -0.38576 -1.21359 1.4 -0.6 0.0 0.000
C 1.65599 3.78564 0.33776 -1.0 -0.1 0.8 0.000
C 0.15733 0.87218 2.87548 0.4 0.5 -0.6 0.000
C -5.27569 -4.81814 -3.90594 -1.7 0.7 0.9 0.137
C -6.43910 -4.36693 -4.84110 -0.5 0.5 0.3 0.033
H -1.99166 -5.27131 -1.59385 -0.7 0.4 1.1 0.000
H 4.47642 1.26687 2.30151 -0.3 -0.2 0.3 0.000
H -7.42881 -4.41505 -4.38695 0.1 -0.7 0.3 0.005
N 4.32069 -1.02850 -0.15489 0.1 -1.2 -0.3 0.000
N 0.81696 3.67088 -2.03193 1.3 0.4 0.0 0.000
H -1.28062 0.21671 -1.89447 0.5 0.8 0.3 0.000
H 3.56246 5.41995 1.08226 0.1 -0.1 0.0 0.000
H 2.16684 -3.67157 3.00977 0.0 1.1 0.0 0.000
H 2.45697 2.19060 3.28770 0.3 0.3 0.1 0.000
H -5.77257 -3.34414 -2.26090 0.0 -0.5 0.1 0.005
H 2.64061 3.40530 0.06576 0.3 0.6 -0.4 0.000
H 1.51238 5.39521 -1.03771 -0.2 0.1 -0.4 0.000
C 3.61313 -1.51894 2.07376 0.8 0.8 0.9 0.000
C -4.91097 -3.79270 -2.75541 3.2 -0.5 0.4 0.014
H 1.30771 0.50504 -1.42175 -0.7 0.5 -0.1 0.000
H 4.67587 -1.97006 -0.24099 -0.1 -0.4 -0.8 0.000
H -2.88397 1.25222 3.23472 0.0 -0.3 0.3 0.000
O -1.32327 -1.61973 -1.36856 -0.3 -1.5 0.7 0.000
H 1.13159 2.86559 0.59585 -0.5 0.1 0.1 0.000
H -2.76602 -5.06406 -3.07045 0.6 -0.2 -0.7 0.000
O 1.75333 4.54391 1.60340 -0.3 -0.3 -2.3 0.000
C -0.56569 -0.60495 -1.93745 -1.5 1.9 -0.9 0.000
C -0.95716 1.84460 2.40636 -0.4 2.6 0.2 0.000
C -2.13273 2.01184 3.45088 1.2 -0.5 -0.5 0.000
H -0.24901 -0.13050 3.00823 0.2 -0.1 0.3 0.000
C 1.65986 2.44018 3.98801 -0.3 -0.7 0.3 0.000
H 2.26898 -1.64317 -1.02137 0.4 0.5 0.4 0.000
H 0.35180 2.77651 -1.97025 -0.2 0.1 0.6 0.000
O 0.79740 1.28467 4.05982 -1.0 0.9 1.6 0.000
H -2.08973 1.02695 0.95254 -0.5 0.3 -0.6 0.000
H -4.70405 -6.53641 -2.85268 0.0 0.4 1.3 0.019
H 2.25883 -4.04585 1.26024 -0.5 -0.6 0.3 0.000
C 0.89299 4.52593 -0.81679 -0.5 -1.0 -0.1 0.000
H -1.02072 5.59206 -1.17422 0.0 -0.5 -0.3 0.000
H -0.58705 5.47688 0.48118 0.2 0.2 0.2 0.000
H -6.41808 -3.29907 -5.05863 0.8 0.0 0.0 0.000
C -0.55153 4.92036 -0.45536 0.8 0.4 1.5 0.000
H -0.68440 -2.22676 -0.98781 0.0 -0.4 0.1 0.000
H 2.00589 2.59861 5.00941 0.4 -0.5 -0.1 0.000
H 4.81735 -0.44752 -0.81512 0.2 0.1 0.1 0.000
H 1.06415 0.83528 2.27180 -0.6 -0.3 -1.7 0.000
O -3.92406 -4.23052 -1.72261 -2.9 -0.7 0.7 0.008
H -0.44684 2.80202 2.30142 0.3 0.3 1.0 0.000
C 2.83146 -3.80776 2.15663 0.1 -1.2 -0.4 0.000
H -4.47222 -4.86773 -4.64083 1.1 -0.1 -0.2 0.083
H -1.10242 4.01028 -0.21791 -0.2 0.1 -0.7 0.000
H -2.65413 2.96775 3.40123 0.3 0.1 -0.3 0.000
H 5.41622 1.36690 0.93340 0.0 -0.3 -0.6 0.000
O 1.54364 -1.47432 -1.62716 -0.5 -0.9 -0.3 0.000
H 2.59248 -1.15584 1.95322 -0.2 0.2 -0.1 0.000
N -1.47235 1.82283 1.02673 0.9 -2.0 0.3 0.000
H 0.52762 -0.44980 -0.14174 -0.1 0.2 0.2 0.000
H 1.25643 3.42083 3.73570 -0.7 -0.4 -0.5 0.000
H -4.33305 -2.99649 -3.22461 -0.6 0.3 -0.6 0.000
H 5.64661 -0.81691 1.52941 0.1 -1.0 0.1 0.000
C 4.49502 0.89611 1.27668 -0.1 -1.1 1.4 0.000
C 2.55115 5.68056 1.39443 0.5 1.0 1.0 0.000
H 3.94089 -1.44993 3.11103 -0.4 0.5 0.4 0.000
H 3.63203 1.33088 0.77238 0.0 -0.3 -0.2 0.000
H -2.07446 -3.63445 -2.37074 0.3 0.0 0.4 0.000
H -1.88241 2.70445 0.75340 -0.3 -0.4 0.3 0.000
H -5.46800 -6.91039 -4.19724 -1.1 -0.1 -0.7 0.018
O 3.73624 -2.85191 1.72113 1.0 0.3 -0.5 0.000
H 3.46610 -4.63689 2.46946 -0.3 -0.5 -0.3 0.000
N -5.39161 -6.18177 -3.50199 1.5 0.3 -0.6 0.675
H -1.72168 1.92072 4.45629 -0.2 -0.2 0.1 0.000
H -0.48124 -0.75565 -3.01367 0.8 -0.3 -0.1 0.000
```
Forces are in eV/Å.

As for the spin multiplicity: 2. The expectation value of S² is 0.754. As for the net charge: +1. Its largest force on an atom is 3.754 eV/Å. The value obtained for the energy relative to the best compared isomer or geometry (same formula, charge and spin) is 0.0 kcal/mol. For the HOMO-LUMO gap (alpha / beta), the calculation gives 7.203 / 2.069 eV.

---

Question: The lowest largest force on an atom belongs to which entry?
Answer: C18H50N4O6

---

Question: Look up the energy relative to the best compared isomer or geometry (same formula, charge and spin) of the first one.
Answer: 0.0 kcal/mol

---

Repeat the first record exactly.
Below is C10H7DyN2O5 as an isolated structure at a distorted geometry, with properties calculated with wB97M-V/def2-TZVPD.

```
25
Properties=species:S:1:pos:R:3:forces:R:3:lowdin_spin:R:1
O 1.17621 1.14143 2.28755 -0.2 -1.4 -2.1 -0.015
H 1.68610 0.00581 0.49719 0.0 0.1 0.3 -0.010
N -2.38640 0.43314 0.17626 -1.2 -0.4 0.1 -0.013
H -2.48806 -1.68944 0.26825 0.1 -0.1 -0.1 -0.003
C -4.53003 1.56060 0.47475 -0.7 -0.3 0.2 0.000
C -3.06327 -0.75902 0.27192 -1.5 0.8 0.0 -0.007
O 2.90565 -1.70377 -2.46599 0.7 0.0 0.1 0.002
C 0.85989 0.54917 1.31271 -0.5 1.1 1.1 -0.026
H -1.68858 2.93589 -0.22415 0.0 0.0 0.2 0.001
C -4.44486 -0.83618 0.41913 0.9 -0.6 -0.1 0.000
Dy -0.37551 -0.46605 -0.47068 -0.9 1.2 2.5 5.083
C 0.49384 -2.32724 0.92872 0.7 -4.1 3.5 -0.014
H -4.95455 -1.79418 0.44490 0.3 0.1 0.1 0.000
C -3.13673 1.56460 0.33742 1.3 0.3 -0.3 0.001
O 1.07431 2.72534 -1.11292 -1.4 -4.4 0.6 0.009
O 0.57852 -1.83832 -3.61925 -1.0 1.9 4.4 0.002
C 0.42315 -1.38278 -2.56906 0.5 -2.4 -6.3 -0.013
N -2.47113 2.75615 0.38653 -0.8 0.1 -0.1 0.001
C -5.19229 0.34436 0.50254 0.4 0.9 -0.1 0.000
C 0.69625 1.64157 -0.95993 1.9 5.2 -0.9 -0.002
O 0.63944 -3.18716 1.67803 -0.4 3.4 -2.9 0.000
H -5.06345 2.53415 0.53179 0.4 -0.9 0.0 0.000
C 2.79037 -1.19289 -1.47401 0.8 -0.2 0.0 0.006
H -3.11295 3.54031 0.47961 0.5 0.0 -0.1 0.000
H -6.27633 0.32264 0.56746 0.2 -0.1 0.0 0.000
```
Forces are in eV/Å.

As for the spin multiplicity: 6. The expectation value of S² is 9.354. As for the net charge: +2. Its largest force on an atom is 6.823 eV/Å. The value obtained for the energy relative to the best compared isomer or geometry (same formula, charge and spin) is 0.0 kcal/mol. For the HOMO-LUMO gap (alpha / beta), the calculation gives 5.868 / 6.127 eV.